Density functional theory data (the ωB97M-V functional and the def2-TZVPD basis) for a molecular structure, C23H57B2F4HfN10O4SSi4Te in a non-equilibrium geometry.

```
107
Properties=species:S:1:pos:R:3:forces:R:3:mulliken_charge:R:1
Hf -1.434 0.667 -0.465 -1.5 -0.8 -1.2 -0.60
C 2.222 4.135 -1.637 0.0 -0.1 0.0 -2.12
C 1.109 3.181 -1.369 0.2 -0.3 0.2 0.31
N 1.048 2.293 -0.452 0.1 0.0 0.2 0.60
O 2.133 2.149 0.379 -0.3 0.2 -0.2 -0.48
B 1.820 1.596 1.693 -0.9 1.1 -0.8 0.40
F 2.206 2.425 2.665 0.2 -0.1 0.4 -0.22
F 2.646 0.328 1.803 -0.5 2.6 2.2 -0.61
O 0.483 0.995 1.865 0.0 0.5 0.4 -0.33
N -0.611 1.678 1.390 0.2 -0.1 0.2 1.07
C -1.081 2.732 1.948 0.0 -0.2 -0.1 0.87
C -0.573 3.417 3.160 0.0 -0.1 -0.1 -1.91
C -2.279 3.252 1.185 -0.2 -0.2 0.0 -0.20
N -2.673 2.450 0.258 0.0 0.6 0.0 1.76
O -3.752 2.825 -0.515 0.3 -0.2 0.4 -1.00
B -3.308 3.219 -1.908 0.1 0.1 -0.1 0.67
F -2.743 4.460 -1.851 0.1 0.1 0.0 -0.36
F -4.389 3.045 -2.711 -0.1 0.0 -0.1 -0.29
O -2.257 2.212 -2.423 0.1 0.0 0.3 -0.37
N -0.999 2.298 -1.847 0.2 0.7 -0.2 0.45
C -0.146 3.197 -2.191 -0.2 -0.2 -0.2 0.77
C -0.311 4.157 -3.308 0.0 0.0 0.1 -2.18
C -2.886 4.563 1.514 0.0 -0.1 0.0 -2.02
H 2.973 4.070 -0.857 0.0 0.0 0.0 0.37
H 1.840 5.155 -1.682 0.0 0.0 0.0 0.48
H 2.689 3.921 -2.599 0.0 0.0 0.0 0.42
H -0.037 2.724 3.803 0.0 0.0 0.0 0.37
H -1.399 3.876 3.701 0.0 0.0 0.0 0.59
H 0.125 4.208 2.877 0.0 0.1 0.0 0.34
H -1.172 3.912 -3.922 0.0 0.0 0.0 0.38
H 0.598 4.164 -3.911 0.0 0.0 0.0 0.60
H -0.447 5.163 -2.908 0.0 0.0 0.0 0.36
H -3.359 4.513 2.498 0.0 0.0 0.0 0.46
H -3.624 4.850 0.772 0.0 0.0 0.0 0.40
H -2.106 5.324 1.573 0.0 0.0 0.0 0.41
N -3.923 0.155 -1.181 0.1 0.4 0.0 -0.53
N -4.138 0.079 -2.574 0.0 0.0 0.2 -0.41
C -3.113 -0.252 -3.360 0.0 -0.1 0.0 0.26
N -3.260 -0.178 -4.668 0.0 0.0 0.0 -0.36
S -1.642 -0.858 -2.687 0.0 0.2 0.0 -0.36
H -4.471 -0.574 -0.720 0.3 0.1 -0.1 0.31
H -4.262 1.076 -0.867 -0.1 -0.1 -0.1 0.44
H -4.939 0.579 -2.946 0.1 0.0 0.0 0.26
H -4.106 0.159 -5.106 0.0 0.0 0.0 0.23
H -2.498 -0.456 -5.267 0.0 0.0 0.0 0.23
C 6.236 -1.215 -0.398 0.2 0.0 0.0 -1.23
Si 4.966 0.137 -0.260 -0.2 -0.4 -0.2 1.40
C 5.466 1.439 0.955 0.0 0.1 0.1 -1.19
C 4.424 0.816 -1.910 0.1 0.2 -0.1 -0.93
Si 3.057 -0.865 0.777 0.8 -2.2 -1.5 -0.63
Te 0.947 -0.842 -0.700 0.9 -0.7 -0.1 1.23
Si 1.734 -2.612 -2.404 -0.1 0.0 0.0 0.68
C 1.895 -1.751 -4.020 0.0 0.1 -0.2 -1.08
C 0.503 -3.979 -2.400 -0.2 -0.1 0.0 -1.05
C 3.344 -3.129 -1.676 0.1 -0.2 0.0 -0.68
Si 2.818 -2.386 2.600 0.4 -0.5 -0.6 0.75
C 4.098 -3.707 2.383 0.0 -0.2 0.2 -1.14
C 1.092 -3.046 2.471 -0.2 -0.1 0.1 -0.73
C 3.091 -1.377 4.125 0.0 0.1 0.1 -1.11
H 7.219 -0.803 -0.162 0.1 0.0 0.0 0.43
H 6.285 -1.615 -1.409 0.0 -0.1 0.0 0.37
H 6.070 -2.044 0.288 0.0 0.0 0.0 0.25
H 6.375 1.912 0.578 0.0 0.0 0.0 0.51
H 5.697 1.018 1.933 0.0 0.0 0.0 0.37
H 4.713 2.214 1.082 0.0 0.1 0.0 0.19
H 4.646 1.883 -1.960 0.0 0.0 0.0 0.39
H 3.355 0.692 -2.089 -0.1 0.0 0.0 -0.08
H 4.966 0.325 -2.719 0.0 0.0 -0.1 0.50
H 1.077 -1.051 -4.187 0.0 0.0 -0.1 0.29
H 1.870 -2.496 -4.818 0.0 0.0 -0.1 0.45
H 2.835 -1.206 -4.093 0.0 0.0 0.0 0.34
H -0.459 -3.661 -2.800 0.0 0.0 0.0 0.31
H 0.353 -4.394 -1.404 0.0 0.0 0.0 0.27
H 0.884 -4.777 -3.041 0.0 -0.1 0.0 0.48
H 4.095 -2.346 -1.700 0.1 0.1 0.0 -0.08
H 3.726 -3.949 -2.292 0.1 0.0 0.0 0.59
H 3.254 -3.520 -0.662 0.0 0.0 0.1 -0.02
H 3.803 -4.448 1.640 0.0 0.0 -0.1 0.34
H 4.225 -4.232 3.332 0.0 -0.1 0.0 0.45
H 5.073 -3.311 2.107 0.1 0.0 0.0 0.33
H 0.928 -3.536 1.510 0.0 0.0 0.0 0.12
H 0.348 -2.256 2.593 -0.1 0.0 0.0 -0.01
H 0.935 -3.787 3.258 -0.1 0.0 0.0 0.64
H 4.141 -1.107 4.243 0.0 0.0 0.0 0.34
H 2.809 -1.988 4.986 0.0 0.0 0.0 0.45
H 2.500 -0.465 4.152 -0.1 0.1 0.1 0.24
C -4.482 -3.417 0.545 0.1 0.1 0.0 -1.21
N -3.277 -2.612 0.759 -0.1 -0.1 -0.1 0.46
C -2.079 -3.121 0.104 0.0 0.0 0.0 -0.82
C -3.277 -1.459 1.430 -0.1 0.2 0.1 0.02
N -2.358 -0.513 1.146 0.0 0.4 0.3 0.38
N -4.213 -1.241 2.381 0.1 -0.1 -0.2 0.13
C -4.573 0.106 2.799 0.1 0.0 0.0 -1.06
C -4.678 -2.300 3.282 0.0 0.0 0.0 -1.21
H -4.527 -3.674 -0.514 0.0 0.0 0.0 0.39
H -5.371 -2.854 0.810 0.0 0.0 0.0 0.43
H -4.455 -4.342 1.120 0.0 0.0 0.0 0.39
H -2.039 -4.198 0.263 0.0 0.0 0.0 0.58
H -1.194 -2.664 0.541 -0.1 0.0 0.0 -0.25
H -2.103 -2.922 -0.970 0.0 -0.1 0.1 0.29
H -2.313 0.118 1.942 0.1 -0.2 0.1 0.07
H -4.428 0.813 1.983 0.0 0.0 0.0 0.22
H -3.994 0.425 3.671 0.0 0.0 0.0 0.36
H -5.627 0.119 3.075 0.0 0.0 0.0 0.41
H -4.139 -3.222 3.093 0.0 0.0 0.0 0.39
H -5.748 -2.473 3.173 0.0 0.0 0.0 0.38
H -4.474 -1.990 4.307 0.0 0.0 0.0 0.40
```
Forces are in eV/Å.

Computed properties:
Energy relative to the best compared isomer or geometry (same formula, charge and spin) ... 246.78 kJ/mol
Frontier orbital gap ... 6.358 eV
Largest force on an atom ... 3.4 eV/A
Net charge ... +3